(1)
{
  "formula": "CHBrNO2",
  "method": "the ωB97M-V functional and the def2-TZVPD basis",
  "symbols": ["C", "N", "O", "O", "Br", "H"],
  "coordinates": [[-0.06965, -0.76218, 0.36978], [-0.38085, 0.58939, 0.04199], [-1.60365, 0.82195, -0.07562], [0.33596, 1.53516, 0.24004], [2.22415, -0.87959, -0.07451], [-0.50595, -1.30472, -0.50168]],
  "forces_ev_per_a": [[1.296, -0.245, -1.642], [-1.449, 0.811, 2.016], [-0.611, -1.113, -0.838], [1.946, 0.812, -0.336], [-1.801, -0.175, 0.213], [0.618, -0.089, 0.587]],
  "smiles": "[O-][N+]([O-])=CBr",
  "relative_energy_kj_mol": 396.9,
  "gap_ev": 8.219,
  "total_charge": -1,
  "homo_energy_ha": -0.16154
}

(2)
{
  "formula": "C24H42N6",
  "method": "the ωB97M-V functional and the def2-TZVPD basis",
  "symbols": ["C", "C", "C", "C", "N", "H", "H", "H", "H", "H", "H", "H", "C", "C", "C", "C", "N", "H", "H", "H", "H", "H", "H", "H", "C", "C", "C", "C", "N", "H", "H", "H", "H", "H", "H", "H", "C", "C", "C", "C", "N", "H", "H", "H", "H", "H", "H", "H", "C", "C", "C", "C", "N", "H", "H", "H", "H", "H", "H", "H", "C", "C", "C", "C", "N", "H", "H", "H", "H", "H", "H", "H"],
  "coordinates": [[10.40195, 10.98953, 12.95128], [9.01518, 10.47825, 12.56849], [8.14667, 11.64618, 12.02793], [8.57783, 12.08756, 10.68590], [8.76221, 12.35807, 9.57244], [10.30368, 11.81970, 13.67313], [10.84888, 11.42359, 12.10106], [11.06800, 10.23112, 13.33170], [8.53299, 10.07778, 13.45452], [9.01464, 9.64647, 11.82536], [8.25756, 12.50746, 12.63754], [7.08551, 11.41493, 12.00311], [9.51175, 13.44995, 18.42260], [8.14198, 13.07428, 17.89459], [8.16288, 12.48763, 16.43693], [8.75711, 13.38307, 15.49304], [9.30649, 13.89147, 14.58788], [10.14670, 12.60858, 18.18616], [9.49866, 13.61152, 19.44130], [9.96973, 14.34720, 17.95254], [7.47609, 13.97143, 17.78680], [7.74036, 12.28578, 18.53313], [7.18178, 12.13673, 16.20562], [8.79856, 11.45460, 16.30876], [9.14275, 17.28964, 8.97094], [9.60523, 17.12271, 10.42890], [9.24885, 15.68538, 10.89176], [7.88770, 15.42798, 11.34698], [6.86256, 15.19354, 11.84908], [9.62497, 16.68688, 8.16873], [9.11803, 18.35303, 8.70851], [8.06487, 17.11039, 9.00432], [9.10723, 17.87897, 11.05919], [10.72050, 17.19349, 10.45768], [9.91174, 15.33892, 11.73998], [9.35939, 14.95730, 10.06869], [8.99537, 7.34632, 6.56710], [9.08323, 8.81099, 7.01650], [7.97748, 9.19830, 8.05455], [8.08565, 8.50136, 9.28708], [8.32829, 8.03431, 10.27169], [8.02727, 6.97822, 6.19090], [9.28461, 6.78833, 7.44453], [9.63661, 7.17910, 5.66137], [8.84706, 9.40246, 6.08766], [10.08393, 9.09174, 7.23232], [7.00869, 9.04806, 7.54381], [8.05043, 10.27207, 8.27312], [7.34315, 18.72520, 16.57277], [6.11557, 18.36366, 15.64370], [6.45173, 17.38300, 14.47305], [7.73956, 17.77286, 13.84341], [8.73116, 18.20920, 13.43491], [7.02878, 19.30991, 17.51276], [8.21158, 19.19007, 16.04780], [7.69815, 17.81190, 16.98988], [5.70223, 19.28485, 15.16651], [5.27703, 17.86973, 16.19668], [5.74235, 17.28562, 13.66062], [6.59226, 16.37064, 14.86988], [5.56273, 9.77354, 14.00781], [5.73294, 8.27057, 14.11401], [5.88412, 7.57534, 12.76816], [4.82188, 8.03445, 11.85432], [3.97601, 8.34940, 11.14471], [4.65180, 9.94638, 13.40655], [6.50334, 10.17327, 13.52067], [5.53835, 10.24210, 14.92257], [4.76571, 7.86250, 14.51578], [6.49588, 7.91378, 14.79629], [5.78746, 6.45098, 12.88255], [6.82619, 7.77842, 12.18716]],
  "forces_ev_per_a": [[-0.890, 0.260, 0.645], [-0.180, -0.122, -0.469], [0.739, -0.612, -0.606], [-0.580, -0.288, -1.295], [0.116, -0.196, 1.376], [0.104, -0.502, -0.096], [0.776, 0.479, -1.162], [0.078, -0.307, 0.189], [-0.192, -0.042, 0.193], [0.239, 0.668, 0.546], [0.051, 0.831, 0.910], [-0.064, -0.083, -0.294], [0.341, 0.222, -2.560], [-0.283, 0.345, -1.319], [1.881, -2.577, 1.656], [1.438, 1.110, -3.522], [-1.407, -0.761, 2.461], [0.564, -0.207, 0.216], [-0.046, 0.270, 2.238], [-0.461, -0.532, 0.075], [0.296, -0.882, 0.658], [-0.411, 0.352, 0.021], [-0.820, 0.310, -0.631], [-1.143, 2.429, 0.683], [-0.949, 0.801, 0.228], [0.500, -0.794, -0.838], [0.821, -0.721, 0.478], [-1.666, 0.114, 1.424], [1.480, 0.354, -0.997], [-0.219, 0.340, 0.856], [0.656, -0.098, -0.217], [-0.073, -0.580, -0.411], [0.593, -0.400, -0.191], [-0.907, 0.222, 0.357], [-0.661, 0.378, -0.830], [0.426, 0.332, 0.171], [0.459, 0.171, -0.710], [-2.378, 0.263, -2.312], [0.293, 0.941, -2.099], [-0.504, 1.424, -2.898], [0.678, -2.127, 3.986], [-0.072, 0.569, 0.602], [0.265, -0.921, -0.168], [0.009, 0.011, 1.188], [0.094, -0.139, 0.948], [0.792, 0.111, 0.868], [0.320, -0.117, 0.529], [-0.022, -0.179, 0.026], [-1.181, 0.545, 0.367], [-0.263, 0.594, -0.452], [1.519, -0.089, 0.497], [0.459, 0.562, -0.049], [-0.950, -0.561, 0.348], [0.344, -0.451, -1.734], [-0.987, -0.110, 0.322], [0.509, -0.947, 0.273], [0.264, -0.546, 0.547], [0.773, 0.598, -0.143], [-0.493, 0.257, 0.125], [0.029, 0.089, -0.089], [1.560, -0.911, -2.735], [-1.597, -0.862, 0.537], [0.419, -0.710, -1.144], [-0.028, -0.600, 0.038], [0.016, 0.149, -0.022], [0.618, 0.448, 0.293], [-1.353, -0.199, 0.148], [-0.505, 0.976, 2.232], [0.788, 0.275, -0.051], [0.350, 0.246, 0.071], [0.150, 1.291, -0.192], [-0.523, -0.164, 0.907]],
  "smiles": "CCCC#N.CCCC#N.CCCC#N.CCCC#N.CCCC#N.CCCC#N",
  "relative_energy_kj_mol": 166.5,
  "gap_ev": 11.205,
  "homo_energy_ha": -0.40048
}